The following is a DFT calculation (wB97M-V/def2-TZVPD) of 9 unconnected molecules or ions with the total composition C15H48N12O9 in a non-equilibrium geometry.

Output
Kohn-Sham gap ... 9.0 eV
Molar mass ... 540.6 g/mol
Energy above the lowest of the compared OMol25 structures with the same formula, charge and spin ... 68.5 kJ/mol
F_max ... 2.860 eV/A
Lowest unoccupied orbital energy ... 0.0053 Eh

```
84
C15H48N12O9, DFT wB97M-V/def2-TZVPD
N -2.30784 -14.64342 -8.61883
C -1.43456 -14.37968 -7.60631
N -1.04413 -13.08335 -7.56936
O -0.90886 -15.26748 -6.93550
H -2.61916 -15.58891 -8.78856
H -2.80747 -13.86357 -9.00183
H -0.34137 -12.86473 -6.88457
H -1.27285 -12.50288 -8.34933
N -4.78478 -16.24348 -6.97499
C -5.97641 -16.83735 -6.81824
N -6.67695 -16.47766 -5.71289
O -6.34399 -17.66889 -7.66415
H -4.49620 -15.68090 -6.19383
H -4.19488 -16.59214 -7.72726
H -6.42977 -15.66745 -5.17824
H -7.54612 -16.94937 -5.54368
N -3.65658 -22.92583 -7.68135
C -2.46622 -22.92646 -8.34599
N -2.52998 -23.48455 -9.59622
O -1.40688 -22.43668 -7.94378
H -3.73653 -22.60545 -6.73660
H -4.39817 -23.00006 -8.35242
H -3.29846 -24.13275 -9.55715
H -1.74418 -23.44417 -10.21161
N -1.43184 -18.94473 -12.02126
C -0.55686 -17.94833 -11.62562
N -0.98527 -16.74591 -12.06277
O 0.44182 -18.23576 -10.98780
H -2.18325 -18.89698 -12.68007
H -1.10720 -19.82889 -11.66852
H -1.74844 -16.75967 -12.71180
H -0.53695 -15.86063 -11.91950
N -1.73096 -19.30737 -8.93098
C -2.94422 -18.73931 -8.70735
N -3.86589 -19.59691 -8.21364
O -3.11030 -17.52062 -8.84752
H -1.65305 -20.30977 -8.85583
H -1.12205 -18.77197 -9.53176
H -4.79871 -19.26352 -8.02140
H -3.74329 -20.58914 -8.14143
N -6.98002 -20.49895 -9.22264
C -6.23271 -21.61220 -9.27797
N -6.74712 -22.65061 -8.55920
O -5.13426 -21.68949 -9.84118
H -7.91024 -20.37766 -8.87330
H -6.53297 -19.68311 -9.61636
H -6.28335 -23.53490 -8.46151
H -7.58750 -22.64875 -8.00824
C 0.10452 -18.89911 -4.08593
C -0.51623 -18.70395 -5.42544
C -1.96564 -18.20562 -5.29413
O 0.31340 -17.74314 -6.09015
H 1.08157 -19.37155 -4.23772
H -0.37041 -19.55196 -3.35022
H 0.33654 -17.96043 -3.58023
H -0.56340 -19.63474 -5.99791
H -2.45105 -18.84384 -4.54844
H -2.55325 -18.27193 -6.21140
H -2.05276 -17.19755 -4.88348
H -0.27893 -17.14047 -6.56093
C -4.47702 -15.22997 -11.83832
C -5.81708 -15.98355 -11.61601
C -5.68462 -17.48529 -11.74967
O -6.26761 -15.66823 -10.30553
H -3.78210 -15.90657 -12.33286
H -4.08522 -15.01126 -10.84535
H -4.66484 -14.24914 -12.27167
H -6.55482 -15.65110 -12.34981
H -6.61635 -18.01262 -11.54944
H -4.93266 -17.79237 -11.01365
H -5.32113 -17.75330 -12.74380
H -5.89972 -16.29527 -9.66954
C -5.47053 -20.48731 -5.43861
C -5.51560 -20.53997 -3.87370
C -6.39368 -19.38623 -3.38334
O -6.02237 -21.81371 -3.53082
H -6.42174 -20.89710 -5.77889
H -4.57995 -21.06847 -5.66598
H -5.32531 -19.47848 -5.82001
H -4.49558 -20.41052 -3.51570
H -6.07655 -18.45060 -3.84655
H -6.21548 -19.22909 -2.31747
H -7.44469 -19.58197 -3.59430
H -6.78802 -21.99662 -4.08126
```

***

The following is a DFT calculation (wB97M-V/def2-TZVPD) of 5 unconnected molecules or ions with the total composition C18H30ClN6O in a non-equilibrium geometry.

Output
Kohn-Sham gap ... 10.2 eV
Molar mass ... 381.9 g/mol
F_max ... 5.060 eV/A
Net charge ... +1
Lowest unoccupied orbital energy ... -0.0990 Eh

```
56
C18H30ClN6O, DFT wB97M-V/def2-TZVPD
C -0.08143 4.58642 -1.11260
C -1.24217 3.62597 -0.66538
C -1.67398 2.58864 -1.80877
Cl -3.13832 3.15579 -2.71526
C -1.82723 1.18722 -1.12853
C -0.59404 0.46650 -0.95030
N -1.05021 -0.69910 -0.29310
C -0.03198 -1.70060 0.10402
C 1.16665 -0.88952 0.77939
C -2.38454 -0.67003 -0.11749
N -2.93004 0.49258 -0.62081
C -4.32295 0.96576 -0.61427
C -4.54210 2.26014 0.27830
O -5.94030 2.44022 0.54372
H 0.31296 5.07902 -0.17964
H 0.75969 4.02346 -1.59347
H -0.46498 5.39209 -1.79562
H -2.17238 4.14604 -0.33085
H -0.87387 3.00489 0.20018
H -0.85947 2.46850 -2.57382
H 0.41991 0.79265 -1.23778
H -0.41147 -2.41730 0.88132
H 0.42307 -2.23506 -0.76509
H 1.87835 -0.47004 0.02649
H 0.78401 -0.01408 1.37452
H 1.74108 -1.52587 1.49598
H -2.95320 -1.48238 0.37654
H -4.66584 1.23331 -1.64647
H -5.04665 0.19695 -0.23343
H -4.03898 2.17624 1.28038
H -4.18052 3.19483 -0.21853
H -6.37214 1.56834 0.67940
C 5.13120 -1.81102 1.58515
C 4.79029 -0.56293 0.85983
N 4.52337 0.40305 0.29782
H 6.18737 -1.80806 1.85123
H 4.53620 -1.88546 2.49465
H 4.92687 -2.67376 0.95546
C 7.06128 1.25120 -1.86960
C 7.42842 1.10583 -3.29794
N 7.71121 0.99324 -4.40462
H 7.40896 2.21280 -1.49332
H 5.97942 1.19574 -1.75756
H 7.52032 0.45382 -1.28616
C -7.84739 -1.20350 2.86089
C -7.45812 -0.61609 1.55901
N -7.15591 -0.16009 0.54799
H -7.74750 -2.28782 2.82154
H -7.20385 -0.81365 3.64902
H -8.88232 -0.94830 3.08624
C 4.29722 -6.19820 0.30451
C 4.92539 -5.43125 1.40631
N 5.41203 -4.83975 2.26199
H 4.76649 -5.93592 -0.64332
H 4.42174 -7.26615 0.47997
H 3.23369 -5.96740 0.25222
```

***

Q: Which of these has the highest F_max?
A: C18H30ClN6O

***

Q: What is the Kohn-Sham gap in the second record?
A: 10.2 eV

***

Q: Which of these has the highest molar mass?
A: C15H48N12O9